Density functional theory data (ωB97M-V/def2-TZVPD) for C18H23FN2 as an isolated structure at a distorted geometry.

Results
Frontier orbital gap: 8.402 eV
DFT total energy: -908.4427 a.u.
M: 286.4 g mol⁻¹

Last column: natural (NBO) charge in e.
Element x y z (Å)
N -0.046357 -0.240549 2.695872  -0.4414
C 1.298612 -0.414231 -4.396136  -0.2218
H 2.506058 1.691404 -4.518314  0.2100
H 1.575438 -2.191298 -3.783927  0.1977
H 0.968030 -2.536101 0.544936  0.2051
C -2.552529 -0.594500 2.788874  0.3738
C 1.019714 1.515871 -2.902405  -0.2500
C 1.901291 -1.100519 -3.520502  -0.4518
H -4.646921 -0.871762 2.612398  0.2287
H -2.936904 2.864883 4.480012  0.1857
H 1.682360 1.609279 0.262330  0.1896
H -0.735953 -0.985031 -3.982242  0.1631
C -1.697107 1.454302 3.585921  -0.2691
C 0.291718 0.305439 -2.436640  -0.3326
H -0.586647 0.738662 -1.929911  0.2407
H 1.336691 -0.344785 -5.562666  0.2352
C -0.264774 0.092568 -3.955429  -0.3384
H -5.009392 1.222328 3.840411  0.2243
C 0.786825 0.716397 0.602462  -0.2646
C -3.150623 1.637266 3.930262  -0.1067
H 2.541905 -1.811676 -0.943757  0.1999
H -0.093473 -2.142174 2.678813  0.1969
C 0.414265 -1.536343 2.273205  -0.1834
H 1.814467 0.589362 2.621702  0.1916
H 2.817780 0.090576 -1.061447  0.1673
C 1.772146 1.150394 -3.874854  -0.1705
N 1.565509 -0.670678 0.287956  -0.4683
C -1.383680 0.391983 2.851009  0.1106
C -4.079025 0.901175 3.709571  -0.3103
H 1.321825 -1.585496 2.771296  0.1834
H 1.389872 2.312638 -2.121823  0.2158
H 2.924456 -1.021213 -3.381419  0.2227
H -0.387612 -1.190082 0.369264  0.1276
C -3.770379 -0.306164 3.184243  -0.2709
C 0.725429 -1.590540 0.840082  -0.1811
H 0.570105 2.013157 2.410088  0.2211
F -2.328737 -1.679370 2.015890  -0.3358
H -0.155729 1.089661 0.208392  0.2209
H -0.803136 0.702147 -4.527883  0.2040
C 2.010264 -0.816752 -0.853795  -0.1560
H -0.916137 2.204767 4.022838  0.2226
C 1.078391 -0.788018 -2.148798  -0.1866
C 0.941116 0.899515 2.272796  -0.2031
H 0.290847 -1.776494 -1.958677  0.2040

Forces on atoms 1 to 6 (eV/Å):
-1.18 6.13 1.03
-6.53 14.73 -9.81
-0.35 -0.28 1.10
1.39 0.83 0.98
0.50 -2.82 -0.97
3.64 1.52 -1.73